No. 1
Below is a structure of composition C2H6N2O3 at a distorted geometry, with properties calculated with ωB97M-V/def2-TZVPD.

## Properties
Net charge: -2
Energy relative to the best compared isomer or geometry (same formula, charge and spin), kcal/mol: 73.8
Strongest force on any atom, hartree/bohr: 0.064
E, Eh: -414.8084
Highest occupied orbital energy, eV: -1.134

```
13
C2H6N2O3, DFT ωB97M-V/def2-TZVPD
O -8.874 8.081 6.902
O 5.418 -4.977 -6.717
O 5.842 -2.941 -3.589
N 5.802 -4.770 -5.503
N 5.044 -3.219 -4.524
C -9.319 7.313 7.815
C 6.370 -5.600 -4.714
H 6.520 -5.276 -3.728
H -8.693 6.450 8.072
H 6.648 -6.581 -4.998
H 5.343 -2.649 -5.331
H -9.746 7.728 8.833
H -10.355 6.442 7.482
```



No. 2
Below is a cluster of 2 separate species, C2H6N2O3 in total at a distorted geometry, with properties calculated with ωB97M-V/def2-TZVPD.

## Properties
Net charge: 0
Energy relative to the best compared isomer or geometry (same formula, charge and spin), kcal/mol: 14.5
Strongest force on any atom, hartree/bohr: 0.029
E, Eh: -415.0725
Highest occupied orbital energy, eV: -10.443

```
13
C2H6N2O3, DFT ωB97M-V/def2-TZVPD
O 0.111 0.406 -1.206
O 1.873 -3.893 -1.881
O -1.267 0.615 2.561
N -1.493 0.964 0.330
N 0.518 1.467 1.429
C -0.732 0.966 1.528
C -0.974 0.864 -0.935
H 0.880 1.561 0.503
H -1.587 1.258 -1.758
H 1.844 -3.656 -0.932
H -2.487 1.020 0.377
H 2.244 -3.079 -2.264
H 1.069 1.506 2.247
```



No. 3
Below is a cluster of 2 separate species, C2H6N2O3 in total at a distorted geometry, with properties calculated with ωB97M-V/def2-TZVPD.

## Properties
Net charge: 0
Energy relative to the best compared isomer or geometry (same formula, charge and spin), kcal/mol: 136.3
Strongest force on any atom, hartree/bohr: 0.120
E, Eh: -414.8784
Highest occupied orbital energy, eV: -9.379

```
13
C2H6N2O3, DFT ωB97M-V/def2-TZVPD
O -0.575 -1.534 1.534
O 1.353 0.222 1.161
O -2.167 -0.762 0.186
N -0.436 1.452 0.397
N -1.029 -1.190 0.281
C -0.144 -1.326 -0.602
C 0.690 0.690 0.221
H 0.296 -1.166 1.838
H -0.857 1.712 -0.429
H -0.834 1.506 1.230
H 0.843 -1.691 -0.320
H 1.067 0.558 -0.863
H -0.439 -1.375 -1.744
```



No. 4
Below is a cluster of 2 separate species, C2H6N2O4 in total at a distorted geometry, with properties calculated with ωB97M-V/def2-TZVPD.

## Properties
Net charge: 0
Energy relative to the best compared isomer or geometry (same formula, charge and spin), kcal/mol: 172.2
Strongest force on any atom, hartree/bohr: 0.058
E, Eh: -490.0648
Highest occupied orbital energy, eV: -10.952

```
14
C2H6N2O4, DFT ωB97M-V/def2-TZVPD
O -2.828 27.607 19.976
O -2.339 26.622 18.129
O -3.432 21.756 19.214
O -2.157 21.111 17.671
N -2.589 27.606 18.738
N -2.891 21.900 18.170
C -2.635 28.858 17.897
C -3.039 23.276 17.431
H -3.355 29.498 18.408
H -3.024 28.674 16.896
H -3.902 23.063 16.799
H -1.672 29.368 17.878
H -2.084 23.440 16.932
H -3.279 24.029 18.182
```



No. 5
Below is the molecule C2H6N2OS at a distorted geometry, with properties calculated with ωB97M-V/def2-TZVPD.

## Properties
Net charge: 0
Energy relative to the best compared isomer or geometry (same formula, charge and spin), kcal/mol: 55.7
Strongest force on any atom, hartree/bohr: 0.045
E, Eh: -662.6781
Highest occupied orbital energy, eV: -9.237

```
12
C2H6N2OS, DFT ωB97M-V/def2-TZVPD
S 0.763 1.296 0.036
O 0.334 -1.961 2.155
N -0.170 -1.292 -0.297
N 0.700 -0.687 1.737
C 0.338 -0.404 0.413
C -0.284 1.539 -1.404
H 0.298 -0.089 2.432
H -0.266 2.649 -1.646
H 0.035 1.028 -2.296
H -1.305 1.296 -1.179
H -0.168 -2.257 1.373
H -0.276 -1.117 -1.325
```



No. 6
Below is the molecule C2H6N2OS at a distorted geometry, with properties calculated with ωB97M-V/def2-TZVPD.

## Properties
Net charge: 0
Energy relative to the best compared isomer or geometry (same formula, charge and spin), kcal/mol: 35.8
Strongest force on any atom, hartree/bohr: 0.024
E, Eh: -662.7098
Highest occupied orbital energy, eV: -9.302

```
12
C2H6N2OS, DFT ωB97M-V/def2-TZVPD
S 1.027 2.391 -0.550
O -1.366 -0.384 1.428
N 0.559 1.011 0.289
N 0.783 -0.439 -1.460
C -0.742 -1.100 0.376
C 0.247 -0.178 -0.348
H 0.320 -1.288 -1.773
H -1.445 -1.563 -0.325
H -0.140 -1.924 0.800
H 2.301 2.173 -0.794
H -1.940 0.281 1.062
H 0.395 1.021 1.294
```



No. 7
Below is the molecule C2H6N2OS2 at a distorted geometry, with properties calculated with ωB97M-V/def2-TZVPD.

## Properties
Net charge: 0
Energy relative to the best compared isomer or geometry (same formula, charge and spin), kcal/mol: 54.9
Strongest force on any atom, hartree/bohr: 0.046
E, Eh: -1060.8350
Highest occupied orbital energy (alpha / beta), eV: -8.776 / -8.776

```
13
C2H6N2OS2, DFT ωB97M-V/def2-TZVPD
S -0.924 -1.378 1.405
S -1.154 -2.586 -1.402
O 1.048 0.555 1.713
N 0.010 -0.872 0.133
N -0.040 -1.355 -1.069
C 0.785 0.473 0.376
C -0.105 1.679 -0.071
H -0.941 -2.778 -2.722
H -0.409 1.976 0.967
H 1.720 0.391 -0.153
H 0.419 -0.054 2.203
H -0.842 1.371 -0.855
H 0.434 2.577 -0.524
```



No. 8
Below is a cluster of 2 separate species, C2H6N2P in total at a distorted geometry, with properties calculated with ωB97M-V/def2-TZVPD.

## Properties
Multiplicity: 3
Net charge: +1
Energy relative to the best compared isomer or geometry (same formula, charge and spin), kcal/mol: 36.2
Strongest force on any atom, hartree/bohr: 0.132
E, Eh: -530.1796
Highest occupied orbital energy (alpha / beta), eV: -11.902 / -15.064

```
11
C2H6N2P, DFT ωB97M-V/def2-TZVPD
P 1.620 0.764 1.506
N 0.319 1.088 0.657
N 1.880 -0.852 1.222
C -2.002 -0.707 -1.598
C -1.666 0.438 -1.568
H -1.556 1.517 -1.712
H 2.557 -1.460 1.627
H -0.153 1.957 0.591
H -0.481 0.486 0.150
H 1.319 -1.454 0.546
H -1.838 -1.778 -1.421
```



No. 9
Below is the molecule C2H6N2S at a distorted geometry, with properties calculated with ωB97M-V/def2-TZVPD.

## Properties
Net charge: 0
Energy relative to the best compared isomer or geometry (same formula, charge and spin), kcal/mol: 34.4
Strongest force on any atom, hartree/bohr: 0.062
E, Eh: -587.4492
Highest occupied orbital energy, eV: -8.998

```
11
C2H6N2S, DFT ωB97M-V/def2-TZVPD
S 0.387 -2.020 -0.096
N -0.242 1.273 0.215
N -0.842 -1.041 0.447
C 0.825 1.150 -0.764
C -0.975 0.317 0.555
H -1.800 -1.482 0.497
H 1.560 0.316 -0.523
H 1.382 2.107 -0.765
H -1.848 0.512 1.174
H 1.116 -2.077 1.024
H 0.438 0.944 -1.764
```



No. 10
Below is the molecule C2H6N2S at a distorted geometry, with properties calculated with ωB97M-V/def2-TZVPD.

## Properties
Net charge: 0
Energy relative to the best compared isomer or geometry (same formula, charge and spin), kcal/mol: 25.4
Strongest force on any atom, hartree/bohr: 0.061
E, Eh: -587.4636
Highest occupied orbital energy, eV: -9.199

```
11
C2H6N2S, DFT ωB97M-V/def2-TZVPD
S -0.904 -0.234 1.473
N 1.222 0.972 -1.640
N -0.076 0.662 0.381
C 0.199 -1.199 -1.215
C 0.575 0.204 -0.845
H -0.858 -1.441 -0.820
H 0.061 -1.277 -2.327
H 1.469 1.921 -1.267
H 0.231 1.561 0.662
H 0.062 -0.392 2.334
H 0.828 -2.099 -0.983
```



No. 11
Below is the molecule C2H6N2S at a distorted geometry, with properties calculated with ωB97M-V/def2-TZVPD.

## Properties
Net charge: 0
Energy relative to the best compared isomer or geometry (same formula, charge and spin), kcal/mol: 38.2
Strongest force on any atom, hartree/bohr: 0.087
E, Eh: -587.4432
Highest occupied orbital energy, eV: -7.857

```
11
C2H6N2S, DFT ωB97M-V/def2-TZVPD
S -0.361 1.305 -1.216
N -0.138 -0.987 0.289
N -0.518 -2.204 0.603
C 0.992 1.866 -0.167
C -0.754 -0.331 -0.642
H -1.520 -2.314 0.779
H 0.761 1.613 0.919
H 1.917 1.377 -0.410
H -1.531 -0.690 -1.230
H 0.044 -2.599 1.349
H 1.109 2.963 -0.274
```



No. 12
Below is the molecule C2H6N2S at a distorted geometry, with properties calculated with ωB97M-V/def2-TZVPD.

## Properties
Net charge: 0
Energy relative to the best compared isomer or geometry (same formula, charge and spin), kcal/mol: 16.8
Strongest force on any atom, hartree/bohr: 0.048
E, Eh: -587.4772
Highest occupied orbital energy, eV: -9.328

```
11
C2H6N2S, DFT ωB97M-V/def2-TZVPD
S 2.130 -0.254 -0.219
N 0.616 -0.974 -0.016
N -1.738 -0.818 -0.137
C -0.436 1.208 -0.112
C -0.570 -0.315 -0.205
H 0.570 -1.960 0.013
H -1.685 -1.835 -0.049
H 0.026 1.469 0.835
H 2.343 0.302 0.977
H -1.463 1.579 -0.157
H 0.207 1.599 -0.930
```